70
Properties=species:S:1:pos:R:3:forces:R:3 method="wB97M-V/def2-TZVPD" multiplicity=1 de_lowest_kcal_mol=0.0 mol_weight_g_mol=544.24 total_charge=+2 e_tot_ev=-54487.7983 gap_ha="0.1530 / 0.1489" lumo_ev="-7.480 / -7.485"
Sn -0.639 -1.558 -3.516 0.0090 -2.5589 2.7027
C -0.971 -2.263 3.537 -0.4693 1.9447 1.2729
C 0.339 -2.615 3.102 0.3460 0.4019 0.4173
C 0.516 -0.796 4.495 2.3153 -1.0489 -1.2258
C -0.857 -1.142 4.406 -1.5150 -2.2222 -1.7884
C 1.256 -1.706 3.692 -0.7325 1.2672 0.8148
C -2.214 -2.978 3.186 -0.5702 -0.4146 -0.0506
H -2.194 -3.323 2.143 -0.1374 0.0045 0.1935
H -3.090 -2.331 3.320 0.1101 -0.2340 -0.0731
H -2.361 -3.868 3.820 -0.0528 0.1935 -0.2520
C -1.956 -0.449 5.103 -0.3443 0.0685 0.2264
H -2.885 -1.021 5.030 0.1092 0.1774 0.1077
H -2.129 0.548 4.674 -0.0051 -0.0356 0.1629
H -1.715 -0.309 6.165 -0.1442 0.0328 -0.1852
C 1.060 0.316 5.295 0.3390 0.2724 0.3360
H 0.612 0.328 6.298 0.1304 0.0863 -0.2082
H 0.849 1.288 4.823 0.0393 -0.1698 0.2185
H 2.147 0.217 5.405 -0.2672 0.1306 0.0453
C 2.725 -1.745 3.546 0.6261 -0.0602 0.0573
H 3.185 -2.423 4.282 0.0031 0.1676 -0.2378
H 3.157 -0.749 3.698 0.0507 -0.2370 -0.0842
H 3.010 -2.102 2.549 0.1082 0.0825 0.1725
C 0.689 -3.758 2.236 0.0339 -0.1492 -0.3669
H 0.944 -4.651 2.828 -0.0494 0.1947 -0.1082
H 1.561 -3.521 1.613 -0.1002 -0.1569 0.1254
H -0.146 -4.028 1.579 0.1559 -0.0642 0.1152
C -1.720 0.080 -4.495 -0.4944 0.5213 -2.2446
C -1.105 -0.782 -5.493 -1.1172 1.5268 -0.7582
C 0.207 -0.432 -6.169 0.0203 -0.1178 -0.4692
C 1.464 -0.436 -5.255 0.4031 0.1401 0.3064
C 1.151 -0.405 -3.734 0.4345 -0.1447 0.4926
C 1.053 1.043 -3.269 1.7725 2.2014 0.1592
C 0.092 1.965 -4.068 0.1070 0.5522 -0.0208
C -1.363 1.541 -4.324 -0.0644 0.0762 0.5734
H 0.117 0.556 -6.654 -0.0838 -0.2678 0.1052
H 2.092 0.430 -5.513 -0.0241 -0.2353 -0.0570
H 0.369 -1.162 -6.980 -0.0919 0.3922 0.2802
H -1.700 2.087 -5.225 0.0431 -0.2006 0.3250
H -2.781 -0.107 -4.284 0.3968 -0.1099 -0.1751
H -1.772 -1.453 -6.047 0.2565 0.0146 0.4394
H -1.982 1.929 -3.499 -0.0627 -0.1088 -0.2298
H 0.051 2.940 -3.548 0.0438 -0.1478 -0.2934
H 2.049 1.475 -3.519 -0.0694 -0.0050 -0.3198
H 0.538 2.215 -5.045 0.1304 -0.3486 0.4704
H 2.079 -1.325 -5.475 -0.3460 0.2849 0.1796
H 1.912 -0.962 -3.158 -0.0341 0.4737 -0.4116
P -1.262 1.447 0.479 0.3865 -0.0786 1.0847
C -2.747 2.347 0.845 -0.3683 0.3594 -0.3960
C -1.538 -0.315 0.489 -0.0638 -0.3090 -0.4184
P 1.296 1.615 -1.421 -0.8186 -2.5755 -1.6743
C -0.342 2.212 -0.871 -0.1577 0.4695 0.3801
C 1.773 0.073 -0.638 0.0341 0.0173 0.6618
C 2.494 2.890 -1.035 0.1007 0.3028 -0.3215
H -2.752 2.628 1.906 0.0248 -0.1265 -0.2055
H -3.607 1.702 0.621 0.1644 0.1515 0.1050
H -2.809 3.247 0.216 0.0210 -0.1659 0.2524
H -1.187 -0.791 -0.438 -0.0477 0.1156 0.1491
H -2.621 -0.483 0.576 0.2750 0.0751 -0.0004
H -1.049 -0.786 1.353 0.0736 0.0386 0.1539
H 2.341 3.788 -1.647 -0.0048 -0.1805 0.0845
H 3.505 2.506 -1.216 -0.2319 0.0231 -0.0050
H 2.400 3.158 0.026 -0.0369 -0.1684 -0.1716
H -0.191 3.274 -0.587 -0.3206 -0.3613 -0.0108
H -1.021 2.202 -1.741 0.1494 -0.0237 0.2143
H 1.651 0.168 0.445 0.2596 -0.2223 -0.1302
H 2.829 -0.119 -0.868 -0.1656 0.0687 0.0407
H 1.184 -0.767 -1.019 0.0248 0.2455 -0.0019
O -0.828 2.069 3.038 1.3594 -1.0636 -3.3855
N -0.211 1.741 1.986 1.4063 1.1273 3.5677
O 1.045 1.637 1.944 -3.2724 0.1101 -0.7131


70
Properties=species:S:1:pos:R:3:forces:R:3 method="wB97M-V/def2-TZVPD" multiplicity=1 mol_weight_g_mol=498.56 total_charge=-1 e_tot_ev=-41438.2351 gap_ha=0.2341 lumo_ev=2.954
Ag -0.828 -0.384 1.009 0.1189 0.7841 -0.7683
C -2.580 -1.678 3.703 -0.0856 0.0633 -0.1962
C -1.097 -1.625 3.483 0.1907 0.0093 0.1973
C -0.352 -2.743 3.108 0.0485 0.0439 0.0786
C 1.033 -2.683 3.024 0.0220 -0.0786 0.0136
C 1.707 -1.504 3.306 0.0101 0.0560 0.0180
C 0.980 -0.371 3.640 0.0121 -0.0508 0.0181
C -0.407 -0.427 3.712 -0.0348 -0.0706 0.2025
H -2.815 -1.462 4.748 0.0110 -0.0419 0.0116
H -2.984 -2.660 3.449 0.0177 0.0175 -0.0077
H -3.054 -0.904 3.082 -0.0172 -0.0387 0.0416
H -0.867 -3.668 2.883 -0.0206 -0.0076 -0.0051
H 1.593 -3.567 2.739 -0.0199 0.0051 -0.0280
H 2.786 -1.457 3.228 -0.0033 -0.0118 0.0092
H 1.490 0.563 3.843 -0.0149 0.0132 -0.0402
H -0.976 0.452 3.994 0.0047 0.0116 -0.0881
C 0.905 2.902 0.936 0.0346 -0.0553 -0.0690
C 1.823 2.105 -0.008 -0.1917 -0.0592 0.0960
C 2.440 3.081 -1.015 -0.0636 -0.0895 0.0410
C 2.947 1.549 0.875 -0.0473 -0.0569 -0.0600
Si 0.755 0.595 -0.740 0.0238 -0.0230 0.1519
C -0.330 1.310 -2.244 -0.0516 -0.1234 0.1226
C -1.103 2.552 -1.781 0.0715 -0.0867 0.0701
C 0.410 1.658 -3.541 -0.0338 -0.0513 0.1387
C -1.403 0.256 -2.568 0.0757 -0.0457 0.0651
C 2.059 -0.685 -1.534 -0.1623 -0.0185 0.1747
C 3.221 -0.089 -2.336 -0.0992 -0.0004 0.0502
C 1.311 -1.674 -2.439 0.0337 0.1011 0.0929
C 2.639 -1.527 -0.387 -0.0354 0.0282 -0.0143
H 1.479 3.674 1.468 0.0315 -0.0004 -0.0160
H 0.446 2.239 1.675 -0.0060 0.0434 0.0095
H 0.099 3.398 0.398 -0.0428 0.0148 0.0516
H 3.042 3.835 -0.487 0.0113 0.0118 -0.0021
H 1.669 3.616 -1.572 0.0336 0.0150 -0.0430
H 3.091 2.576 -1.730 -0.0076 0.0531 -0.0082
H 3.402 2.357 1.465 -0.0247 0.0313 -0.0023
H 3.743 1.088 0.288 -0.0015 0.0095 0.0478
H 2.552 0.802 1.569 0.0656 0.0116 0.0123
H -0.453 3.419 -1.652 -0.0099 0.0229 0.0197
H -1.619 2.356 -0.836 -0.0167 0.0603 -0.0064
H -1.860 2.821 -2.531 -0.0092 -0.0172 -0.0100
H 1.205 2.389 -3.380 -0.0021 -0.0269 -0.0336
H -0.297 2.087 -4.265 0.0078 -0.0040 -0.0328
H 0.849 0.769 -3.997 0.0291 0.0562 -0.0553
H -2.008 0.052 -1.680 -0.0314 -0.0018 -0.0497
H -0.970 -0.690 -2.896 -0.1201 0.0584 -0.0128
H -2.064 0.620 -3.367 -0.0134 0.0326 -0.0007
H 2.870 0.561 -3.139 0.0636 -0.0165 0.0036
H 3.813 -0.896 -2.791 0.0286 0.0033 -0.0046
H 3.892 0.490 -1.700 0.0111 0.0051 -0.0508
H 1.003 -1.216 -3.380 -0.0181 -0.0542 0.0113
H 0.421 -2.059 -1.933 0.0185 -0.0444 -0.0563
H 1.963 -2.525 -2.681 0.0168 -0.0069 -0.0093
H 3.256 -0.936 0.290 -0.0145 -0.0848 -0.0059
H 3.263 -2.339 -0.789 0.0197 0.0033 -0.0199
H 1.834 -1.970 0.207 0.0308 -0.0123 -0.0052
C -3.338 1.885 1.630 -0.0011 0.1039 -0.0136
O -2.969 0.569 1.621 0.1509 -0.4382 0.0159
H -4.061 2.129 2.444 0.0628 -0.0146 -0.0531
H -3.843 2.209 0.690 0.0480 0.0239 0.0443
H -2.492 2.592 1.769 -0.0177 -0.0100 -0.0250
N -3.913 -2.367 -1.022 -0.0094 -0.0331 0.0369
C -3.012 -3.253 -1.569 0.0614 -0.0134 -0.0276
C -1.945 -3.240 -0.723 0.0051 -0.0695 0.0439
N -2.176 -2.376 0.320 -0.2146 -0.0466 -0.0389
C -3.367 -1.861 0.111 0.0848 0.0083 -0.0549
H -4.798 -2.101 -1.412 -0.0213 0.0384 -0.0168
H -3.202 -3.780 -2.487 -0.0003 0.0078 0.0187
H -1.019 -3.787 -0.801 -0.0263 -0.0079 -0.0216
H -3.791 -1.054 0.703 0.0337 0.0646 0.0441


84
Properties=species:S:1:pos:R:3:forces:R:3 method="wB97M-V/def2-TZVPD" multiplicity=1 mol_weight_g_mol=721.16 total_charge=+1 e_tot_ev=-117330.5543 gap_ha=0.2786 lumo_ev=-5.065
C 4.084 2.890 2.890 0.3489 -0.1371 0.0183
C 4.690 1.549 2.471 -0.4094 0.1106 -0.1404
C 5.599 1.680 1.242 -0.8731 -0.2620 0.4159
C 4.808 1.426 -0.067 1.0435 0.4302 0.7370
C 5.154 0.045 -0.589 -0.6027 0.2768 -0.3928
C 4.249 -0.531 -1.693 0.1860 0.2339 0.1887
C 2.750 -0.248 -1.637 0.0547 -0.4356 0.0423
C 2.002 -0.982 -0.509 0.0446 0.0427 -0.1676
C 1.448 -2.348 -0.956 -0.2844 0.3339 0.1720
C -0.013 -2.643 -0.596 0.4855 0.2382 0.0780
C -0.296 -2.674 0.902 -0.1703 -0.0982 -0.2385
C -1.691 -3.211 1.263 0.0787 0.2505 -0.5001
C -2.942 -2.279 1.234 0.2844 -0.2713 0.0709
C -2.821 -0.986 0.484 0.0985 -0.8937 0.3480
C -3.283 -0.923 -0.820 -0.2371 0.0413 -0.1840
C -3.862 -2.106 -1.548 0.0530 -0.1676 0.4584
O -3.290 -3.147 -1.580 0.3390 -0.3408 -0.2963
O -5.017 -1.856 -2.163 -0.4523 -0.2251 -0.3120
C -6.116 -1.569 -1.259 0.1863 0.5544 0.7175
C -6.578 -0.136 -1.333 -0.4679 0.1741 -0.6784
C -6.803 0.363 -2.765 0.5053 0.1239 0.4686
O -6.712 1.768 -2.864 -0.4281 0.1107 -0.0931
C -3.205 0.251 -1.522 -0.0736 -0.2415 -0.1781
C -2.664 1.361 -0.939 0.4311 0.4921 -0.7535
P -2.546 2.935 -1.912 -0.7000 1.2635 0.0078
N -3.370 4.041 -1.255 0.7304 -0.2486 0.3448
O -3.150 2.565 -3.327 0.0901 -0.8536 0.0971
O -1.002 3.228 -2.134 -0.0898 -0.6764 0.0063
N -2.225 1.309 0.328 0.0422 0.1114 0.3080
B -1.616 2.642 0.909 0.2092 0.8761 0.5840
O -0.319 2.904 0.690 0.3748 -0.7136 0.1591
O -2.345 3.494 1.617 -0.6898 -0.3873 -0.4307
C -2.292 0.156 1.050 0.5087 0.2582 -0.1945
P -1.668 0.306 2.764 -0.6463 1.0055 1.3940
O -2.458 1.312 3.456 -0.7391 0.2969 -0.3377
O -1.647 -1.056 3.551 0.2616 -0.4599 -0.5826
O -0.154 0.718 2.653 0.4927 -0.7897 -0.4537
H 4.730 3.356 3.626 0.0013 0.2272 0.1824
H 4.038 3.567 2.046 -0.1394 0.1739 -0.2790
H 3.086 2.806 3.302 -0.1866 -0.0445 0.2240
H 3.873 0.868 2.233 -0.0596 -0.3066 -0.0864
H 5.217 1.095 3.302 0.1542 -0.0157 0.2343
H 6.374 0.936 1.366 0.5215 0.0924 -0.3237
H 6.005 2.683 1.258 0.4608 0.1159 -0.0760
H 5.086 2.223 -0.749 -0.1819 -0.0758 -0.5268
H 3.767 1.544 0.178 -0.6535 0.0026 -0.1119
H 5.253 -0.619 0.264 -0.2098 -0.2702 0.1147
H 6.142 0.123 -1.024 0.3791 -0.1556 0.0689
H 4.400 -1.608 -1.722 0.0111 -0.2459 -0.0871
H 4.629 -0.151 -2.635 -0.0209 0.0599 -0.3137
H 2.335 -0.599 -2.582 -0.1045 0.0516 -0.1600
H 2.544 0.816 -1.616 0.1490 0.3156 0.1757
H 2.671 -1.128 0.336 0.0691 0.1446 0.2299
H 1.199 -0.330 -0.164 -0.3132 0.0119 0.1360
H 2.072 -3.141 -0.562 0.2208 -0.2879 -0.0267
H 1.509 -2.362 -2.038 0.1063 -0.3376 -0.2417
H -0.614 -1.900 -1.116 -0.3823 0.1552 -0.0135
H -0.276 -3.609 -1.011 -0.1510 -0.1964 -0.1793
H -0.052 -1.703 1.320 -0.1132 0.3236 0.3066
H 0.421 -3.363 1.338 0.1821 -0.1145 0.1784
H -1.892 -3.971 0.519 -0.0591 -0.2736 -0.1322
H -1.646 -3.736 2.205 -0.1208 0.0885 0.4266
H -3.322 -2.065 2.219 0.0844 0.0087 0.3928
H -3.722 -2.854 0.761 -0.3049 -0.1221 -0.0957
H -6.918 -2.268 -1.436 -0.0692 -0.2623 -0.5238
H -5.787 -1.765 -0.240 0.0930 -0.1623 0.2131
H -7.536 -0.075 -0.829 -0.1234 0.0200 0.3860
H -5.915 0.551 -0.811 0.3382 -0.0177 0.1093
H -6.073 -0.082 -3.436 0.0222 -0.2611 -0.2105
H -7.801 0.070 -3.057 -0.2124 -0.0166 -0.4112
H -6.079 2.105 -2.228 0.1466 0.1321 0.0720
H -3.568 0.268 -2.532 -0.2219 0.1294 -0.2103
H -2.778 4.839 -1.043 -0.4387 0.3490 0.1738
H -2.796 1.754 -3.713 -0.0544 0.1064 -0.4272
H -0.555 2.460 -2.517 0.4752 0.2247 -0.0779
H 0.221 2.146 0.956 0.3855 0.1838 -0.3517
H -3.272 3.226 1.632 -0.1599 0.4129 0.2985
H -2.455 -1.087 4.082 0.0155 -0.1679 0.3309
H 0.399 0.090 3.143 0.3894 0.1688 -0.0720
C 8.480 -1.873 0.986 0.0209 -0.0196 0.0099
Cl 7.407 -2.385 -0.321 0.1014 -0.1928 -0.0282
Cl 9.619 -3.164 1.355 0.0119 -0.0057 -0.0010
Cl 9.358 -0.426 0.489 -0.0200 0.0330 0.0030
Cl 7.516 -1.513 2.427 -0.0242 -0.0018 0.0181